112
Properties=species:S:1:pos:R:3 method="wB97M-V/def2-TZVPD" multiplicity=1 e_homo_ev=-8.110 gap_ev=6.821 lumo_energy_ev=-1.29 smiles="CS(=O)(=O)P(CC(=O)F)(C[SH](=O)=O)(ON=O)P(O)Cl.O=[N+]([O-])c1ccccc1.O=[N+]([O-])c1ccccc1.O=[N+]([O-])c1ccccc1.O=[N+]([O-])c1ccccc1.O=[N+]([O-])c1ccccc1.O=[N+]([O-])c1ccccc1"
C -2.09812 4.33205 5.11194
S -3.56346 4.44690 4.08860
O -4.14294 5.71237 4.33936
O -3.13020 4.42122 2.74192
P -5.03034 2.79237 4.43174
C -5.56810 3.54420 6.05025
C -6.57136 4.63741 5.91371
O -6.55208 5.49037 6.53430
F -7.46539 4.55240 4.98370
C -3.63949 1.54359 4.16340
S -2.88219 0.88798 5.62592
O -3.40102 1.47730 6.79457
O -1.50191 0.93815 5.52878
O -5.78402 3.36476 3.04496
N -5.61468 2.41733 1.92254
O -5.44752 2.96974 0.96893
P -6.58000 1.11714 4.45496
O -5.91097 -0.14552 5.24551
Cl -8.15885 1.65003 5.69832
H -1.34896 3.73724 4.69329
H -2.39135 3.93487 6.06722
H -1.72371 5.31756 5.26588
H -5.84239 2.82830 6.78986
H -4.71699 4.04872 6.45436
H -4.03505 0.71254 3.61299
H -2.84949 1.92292 3.54717
H -3.22283 -0.41192 5.65004
H -5.80361 0.04885 6.18441
O 0.70125 2.94385 6.14445
N 1.19938 3.58550 5.25381
O 0.62412 4.45906 4.62814
C 2.59601 3.30381 4.89890
C 3.27078 2.30017 5.56072
C 4.58038 2.02736 5.21031
C 5.19825 2.76220 4.20994
C 4.50845 3.77389 3.56228
C 3.19807 4.04708 3.90619
H 2.79129 1.72898 6.34014
H 5.11991 1.24010 5.71571
H 6.22124 2.54706 3.93327
H 4.99357 4.34834 2.78730
H 2.66153 4.83391 3.39939
O -4.02511 -1.59596 4.00251
N -3.92106 -2.16519 2.92873
O -3.41366 -1.67685 1.94592
C -4.47253 -3.51914 2.83664
C -5.09042 -4.05974 3.94672
C -5.63697 -5.32432 3.86122
C -5.55814 -6.03516 2.67275
C -4.92676 -5.48265 1.56996
C -4.38067 -4.21752 1.65004
H -5.15434 -3.50797 4.87162
H -6.12875 -5.75693 4.71992
H -5.99184 -7.02313 2.60639
H -4.86203 -6.03567 0.64511
H -3.89335 -3.79458 0.79057
O -2.24248 -4.43571 -1.00964
N -3.15144 -4.16570 -1.76233
O -4.27410 -4.61540 -1.66930
C -2.87310 -3.24376 -2.87033
C -1.59423 -2.75606 -3.03252
C -1.32459 -1.90843 -4.09130
C -2.34053 -1.55572 -4.96772
C -3.62427 -2.04676 -4.78428
C -3.89396 -2.89790 -3.73028
H -0.80469 -3.03122 -2.35114
H -0.32055 -1.53010 -4.23552
H -2.13119 -0.89798 -5.80057
H -4.41377 -1.76921 -5.46725
H -4.89202 -3.28226 -3.59131
O 1.38101 -1.20317 -5.22568
N 2.12239 -0.69083 -6.04299
O 3.22524 -1.10862 -6.30671
C 1.65151 0.50565 -6.74877
C 0.41234 1.02689 -6.43947
C -0.01820 2.16707 -7.08902
C 0.79019 2.76955 -8.04061
C 2.02884 2.22789 -8.34670
C 2.46494 1.08907 -7.69739
H -0.21799 0.56115 -5.69886
H -0.98335 2.58969 -6.85182
H 0.45418 3.66489 -8.54406
H 2.65626 2.69686 -9.08985
H 3.43056 0.67123 -7.93492
O 7.76013 -3.19055 -5.49641
N 7.54797 -4.35224 -5.77548
O 8.40559 -5.18734 -5.93797
C 6.14610 -4.77068 -5.92923
C 5.14978 -3.83223 -5.78522
C 3.83516 -4.21159 -5.94886
C 3.52670 -5.52862 -6.25172
C 4.53984 -6.46698 -6.38484
C 5.85982 -6.08691 -6.22337
H 5.38255 -2.80958 -5.55103
H 3.05030 -3.48050 -5.84282
H 2.49544 -5.82452 -6.38551
H 4.30024 -7.49410 -6.61806
H 6.64704 -6.81630 -6.32974
O 7.72092 3.28222 1.96179
N 8.02512 2.72494 0.92752
O 9.15854 2.50923 0.57814
C 6.94061 2.28471 0.03438
C 5.62946 2.54416 0.37793
C 4.61792 2.14910 -0.47684
C 4.92744 1.49698 -1.66040
C 6.24924 1.23625 -1.98506
C 7.26337 1.63146 -1.13492
H 5.38218 3.05057 1.29557
H 3.58755 2.35190 -0.22194
H 4.13605 1.19145 -2.33263
H 6.49064 0.72788 -2.90293
H 8.29095 1.42840 -1.39429

=====

108
Properties=species:S:1:pos:R:3 method="wB97M-V/def2-TZVPD" multiplicity=1 e_homo_ev=-10.096 gap_ev=10.625 lumo_energy_ev=0.53 smiles="COC(=O)OC.COC(=O)OC.COC(=O)OC.COC(=O)OC.COC(=O)OC.COC(=O)OC.COC(=O)OC.O=C1CCCO1.O=C1CCCO1"
C -2.73578 1.48131 2.42834
O -3.27695 0.18813 2.20294
C -3.55231 -0.17379 0.94691
O -3.56139 0.56683 0.00388
O -3.77612 -1.48263 0.95550
C -4.09271 -2.06524 -0.31156
H -2.69650 2.14651 1.56870
H -1.68460 1.29051 2.66199
H -3.17817 1.96720 3.28984
H -3.89964 -3.13002 -0.21271
H -3.41553 -1.68356 -1.07797
H -5.12233 -1.87912 -0.60598
C 1.76225 -4.70879 1.53476
O 2.55548 -5.13399 0.41518
C 2.08945 -4.82462 -0.78783
O 0.93446 -4.57365 -1.03986
O 3.08825 -4.83695 -1.66555
C 2.75039 -4.60583 -3.02861
H 1.11389 -3.88827 1.22920
H 2.47790 -4.27173 2.22284
H 1.16717 -5.48659 2.00178
H 2.53516 -5.54105 -3.55527
H 3.59529 -4.12012 -3.50199
H 1.80956 -4.05682 -3.09215
C -3.11935 2.46524 -3.27890
O -3.17193 2.93621 -4.62469
C -3.32338 4.24876 -4.76333
O -3.14840 5.08368 -3.91650
O -3.66376 4.48291 -6.02996
C -3.69512 5.84387 -6.42354
H -4.07662 2.58416 -2.77315
H -2.30285 2.96590 -2.75779
H -2.90235 1.39810 -3.28576
H -4.18965 6.43756 -5.65524
H -4.25507 5.89324 -7.35256
H -2.69870 6.24904 -6.60290
C 5.87066 -1.51060 -4.27630
O 5.55945 -1.95155 -2.96388
C 4.45641 -1.44367 -2.41143
O 3.58986 -0.88192 -3.02123
O 4.47263 -1.68525 -1.10826
C 3.19643 -1.74961 -0.51117
H 6.79392 -2.00852 -4.55050
H 5.93209 -0.42679 -4.37799
H 5.10469 -1.80430 -5.00353
H 2.70701 -0.78939 -0.72245
H 3.11823 -1.96611 0.54763
H 2.47334 -2.40969 -1.00275
C 1.89724 5.54389 1.75874
O 2.86734 4.56211 2.07022
C 3.09712 3.66855 1.11948
O 2.59904 3.65089 0.02644
O 4.03757 2.83169 1.54999
C 4.21215 1.61041 0.86607
H 2.28921 6.25994 1.03556
H 1.67269 6.10874 2.66180
H 0.97509 5.08942 1.39906
H 3.75992 1.63225 -0.13014
H 3.77063 0.80729 1.45047
H 5.27359 1.46242 0.67498
C -3.79093 -3.41446 -3.78628
O -2.56127 -3.32884 -4.45720
C -1.82382 -2.24741 -4.27910
O -2.16469 -1.25126 -3.69236
O -0.62721 -2.45907 -4.81470
C 0.19825 -1.30639 -5.00192
H -3.57220 -3.74849 -2.76196
H -4.39746 -4.18099 -4.25212
H -4.34976 -2.48659 -3.67761
H 1.11620 -1.71211 -5.42701
H 0.52580 -0.94909 -4.02969
H -0.26100 -0.58261 -5.66374
C -0.49554 3.18983 4.38669
O -0.56369 3.09697 5.80587
C -1.42496 2.23906 6.33377
O -2.11877 1.44010 5.76862
O -1.36318 2.38331 7.66276
C -2.26792 1.59901 8.40561
H 0.37074 3.80414 4.17051
H -1.32326 3.77539 3.97101
H -0.44796 2.21817 3.91470
H -1.91970 1.61945 9.43470
H -2.32483 0.55926 8.08301
H -3.28187 2.00036 8.35683
O 2.56514 -2.85315 5.39523
C 1.58424 -2.39106 4.89625
C 0.63325 -1.35688 5.48847
C -0.50516 -1.29155 4.44863
C -0.12870 -2.25779 3.31749
O 1.18652 -2.75036 3.65589
H 0.23742 -1.64364 6.45377
H 1.17118 -0.41135 5.46574
H -1.45918 -1.60215 4.87945
H -0.69455 -0.27417 4.11124
H -0.82739 -3.08375 3.20962
H -0.01640 -1.71163 2.38682
O 1.01400 1.59809 1.47323
C 0.56762 0.98501 0.55346
C 0.14946 1.51544 -0.80489
C 0.12376 0.26597 -1.66584
C -0.27506 -0.80798 -0.62979
O 0.25060 -0.32527 0.60598
H -0.85789 1.93231 -0.77739
H 0.85913 2.27308 -1.13158
H -0.62718 0.32784 -2.44994
H 1.06101 -0.08648 -2.09689
H -1.35399 -0.90700 -0.50429
H 0.14485 -1.76789 -0.92989

=====

15
Properties=species:S:1:pos:R:3 method="wB97M-V/def2-TZVPD" de_lowest_kj_mol=0.0 multiplicity=2 e_homo_ev="-19.826 / -23.973" gap_ev="4.859 / 9.469" lumo_energy_ev="-14.97 / -14.50" charge=+3
C 0.26817 1.06120 0.24777
C -1.15997 1.50646 0.39530
H 0.96124 1.89451 0.10016
H 0.62826 0.47039 1.09573
H -1.40521 2.28742 -0.33516
H -1.27602 1.91819 1.40652
H -1.86143 0.67225 0.27243
O 1.25530 -1.31077 -2.19695
Y 0.90701 0.45930 -3.42870
O 0.40363 0.23496 -0.97272
C 0.86439 -1.00536 -1.07171
O 0.77166 -2.02730 0.07174
C 0.07648 -1.98515 1.21143
H 0.52896 -2.52964 2.04033
H -0.96246 -1.64644 1.16383

=====

19
Properties=species:S:1:pos:R:3 method="wB97M-V/def2-TZVPD" de_lowest_kj_mol=102.9 multiplicity=1 e_homo_ev=-7.745 gap_ev=8.639 lumo_energy_ev=0.89 smiles=CCNCC.O
C -0.55584 -0.02097 2.25421
C 0.42256 -0.24255 1.12589
N -0.12125 -1.22714 0.21451
C 0.01422 -1.39001 -1.20616
C 0.43690 -2.79372 -1.63306
H -0.27477 0.80724 2.90401
H -1.54725 0.26280 1.89719
H -0.55697 -0.85510 2.96324
H 1.41316 -0.49693 1.49129
H 0.46935 0.65934 0.49745
H -0.83422 -1.83613 0.57651
H -0.94924 -1.16379 -1.67346
H 0.72259 -0.65247 -1.58092
H -0.38356 -3.49345 -1.77677
H 1.20674 -3.14055 -0.94676
H 0.95723 -2.71472 -2.59579
O -0.18750 4.64624 -0.62479
H -0.70047 4.97399 -1.37820
H 0.25722 5.47124 -0.38877

=====

10
Properties=species:S:1:pos:R:3 method="wB97M-V/def2-TZVPD" de_lowest_kj_mol=194.3 multiplicity=1 e_homo_ev=-8.719 gap_ev=9.357 lumo_energy_ev=0.64 smiles=Oc1ccn[nH]1
O 1.16129 1.01501 -1.27793
C 0.36157 0.12417 -0.64641
C 0.60977 -0.68799 0.44394
C -0.63048 -0.61430 1.12422
N -1.57112 0.00004 0.42448
N -0.96463 0.30158 -0.75304
H 1.80950 1.24357 -0.59644
H 1.46422 -1.34002 0.60040
H -0.84298 -0.91652 2.14115
H -1.39715 0.87446 -1.46037

=====

10
Properties=species:S:1:pos:R:3 method="wB97M-V/def2-TZVPD" de_lowest_kj_mol=132.8 multiplicity=1 e_homo_ev=-10.481 gap_ev=11.296 lumo_energy_ev=0.81 smiles=COCC#N
C 0.24949 -0.24812 1.23346
O 0.20383 -0.99372 0.02505
C -0.33507 -0.41215 -1.13960
C -0.48798 1.05236 -1.04074
N -0.58314 2.17687 -0.78638
H 1.24600 -0.36913 1.66804
H -0.51035 -0.59140 1.94774
H 0.09209 0.81379 1.05409
H -1.31353 -0.84536 -1.40068
H 0.34654 -0.63224 -1.96970

=====

52
Properties=species:S:1:pos:R:3 method="wB97M-V/def2-TZVPD" de_lowest_kj_mol=49.8 multiplicity=1 e_homo_ev=-5.013 gap_ev=7.308 lumo_energy_ev=2.30 charge=-1
Pt 0.17152 0.51966 0.18307
N 2.28291 -0.38283 -2.14081
C 2.95930 -1.13952 -1.16934
C 4.32530 -0.94405 -0.97045
C 5.02684 -1.69679 -0.04463
C 4.37110 -2.67123 0.69294
C 3.01416 -2.87079 0.48742
C 2.28430 -2.12245 -0.43274
C 0.82700 -2.42114 -0.59322
C 0.49514 -3.73394 -0.94231
C -0.82293 -4.15819 -0.98913
C -1.82761 -3.25620 -0.67118
C -1.49621 -1.94827 -0.34599
C -0.17615 -1.47188 -0.30982
H 2.62005 0.57052 -2.17007
H 1.29488 -0.36012 -1.91579
H 4.83278 -0.18154 -1.55142
H 6.08458 -1.51496 0.10383
H 4.90393 -3.25942 1.42916
H 2.48364 -3.61382 1.07149
H 1.29433 -4.43260 -1.16724
H -1.05944 -5.18187 -1.25487
H -2.86575 -3.57099 -0.67208
H -2.30417 -1.26296 -0.09940
C -2.72098 2.09872 0.24099
C -2.27896 1.47734 -1.03527
N -1.06826 1.04802 -1.36186
C -1.15942 0.52066 -2.63492
C -2.42290 0.66435 -3.09566
N -3.11572 1.28473 -2.07804
H -2.50789 1.43753 1.08003
H -3.79380 2.29549 0.20623
H -2.18218 3.02911 0.41554
H -0.30934 0.10445 -3.14593
H -2.87715 0.39828 -4.03210
H -4.10530 1.44704 -2.04097
C 1.29720 5.24719 1.15926
C 0.66206 4.90002 -0.02394
C 0.31596 3.57476 -0.26953
C 0.57481 2.53038 0.63543
C 1.22869 2.92520 1.81466
C 1.57928 4.24419 2.07720
H 1.57232 6.27637 1.35963
H 0.43840 5.66227 -0.76402
H -0.16877 3.35343 -1.21680
H 1.47183 2.17151 2.55378
H 2.08161 4.48999 3.00724
N -2.05990 -0.53461 4.82433
C -1.09529 -0.86680 4.27355
N 0.00782 -1.32583 3.70498
C 0.52357 -0.67432 2.73206
N 1.11808 -0.11016 1.88897

=====

24
Properties=species:S:1:pos:R:3 method="wB97M-V/def2-TZVPD" multiplicity=1 e_homo_ev="-12.560 / -12.633" gap_ev="5.266 / 5.724" lumo_energy_ev="-7.29 / -6.91" charge=+1
C -2.12306 -2.31859 -0.49141
C -3.33482 -1.74871 -0.01541
C -0.98675 -1.58838 -0.49327
C -3.34972 -0.51747 0.52730
C 2.71174 1.78645 -0.18238
C 1.44925 -0.22750 0.44692
C 1.56038 2.21746 -0.87005
C -0.95954 -0.23104 -0.05710
C 2.67859 0.47253 0.36958
C -2.20423 0.26813 0.40548
C 0.33196 0.37429 -0.13268
N 0.44935 1.52316 -0.78003
N 3.81195 -0.19517 0.77934
O -2.38463 1.62892 0.78333
S -2.05300 2.88314 -0.13815
H -1.96189 -3.34171 -0.96067
H -4.34589 -2.15630 0.09135
H -0.17573 -2.15517 -0.81100
H -4.09793 0.05106 0.93705
H 3.63547 2.35988 -0.04949
H 1.59350 -1.18809 1.05112
H 1.57693 3.11837 -1.42708
H 4.61665 0.14994 0.26742
H 3.56144 -1.16519 0.74981

=====

DFT total energy across the listed records, respectively: -148958.9100, -82136.3400, -11409.5595, -7895.5941, -8201.8716, -6728.1962, -37418.0389, -27405.0162 eV.